# 1
Formula: C25H43AlBBrF4N2O24P
Source: OMol25
Level of theory: ωB97M-V with the def2-TZVPD basis set

Last column: Mulliken charge in e.
Element x y z (Å)
C 4.47185 0.29815 4.26315  -1.11
C 3.79434 1.57827 4.59442  0.34
F 2.64028 1.56116 4.02763  -0.21
O 4.40940 2.76937 4.09088  -0.19
C 5.55404 3.02826 4.43061  0.00
O 6.28009 3.58056 3.69776  -0.47
H 4.08390 -0.42850 4.92898  0.42
H 5.53516 0.29531 4.41759  0.27
H 4.18815 -0.02613 3.29765  0.32
H 3.61274 1.61469 5.65084  0.23
H 5.92407 2.80347 5.42399  0.64
Al 7.44845 1.62246 3.68797  0.69
C 5.12939 -2.66278 0.47750  -0.72
C 4.69127 -2.50752 1.84210  0.41
N 4.33533 -2.39890 2.89568  -0.42
H 6.06051 -3.22420 0.45344  0.35
H 4.36912 -3.19379 -0.09880  0.18
H 5.28602 -1.68601 0.02717  0.26
C 3.15006 0.46191 -4.34485  -0.64
O 3.33175 -0.86129 -3.78480  -0.37
P 2.04904 -1.52730 -2.93957  0.88
O 2.76408 -2.72539 -2.39213  -0.79
O 1.14528 -1.83315 -4.26698  0.14
C 1.66211 -2.75981 -5.22618  -0.82
O 0.69810 -1.50645 -2.01150  -0.15
C 0.88414 -1.49176 -0.58633  -0.26
H 3.99043 0.65780 -5.00631  0.26
H 2.22383 0.52010 -4.92172  0.32
H 3.13564 1.21624 -3.55850  0.23
H 2.42449 -3.40291 -4.79032  0.31
H 2.07710 -2.21715 -6.07622  0.25
H 0.82697 -3.36375 -5.56649  0.25
H 1.69216 -0.81836 -0.29641  -0.02
H 1.09673 -2.49835 -0.23541  0.32
H -0.03805 -1.14775 -0.13128  0.10
C -0.49492 3.32541 0.45742  -1.49
C 0.35510 2.12156 0.07661  0.65
C 1.66256 2.10882 0.85945  -0.96
O 0.62190 2.14609 -1.31540  -0.35
H 0.03153 4.25371 0.22357  0.25
H -1.42302 3.32722 -0.11162  0.38
H -0.73752 3.32164 1.52282  0.40
H -0.20120 1.20264 0.27494  0.16
H 2.24962 3.00286 0.63240  0.32
H 2.26577 1.24325 0.57289  0.21
H 1.48792 2.07204 1.93552  0.26
H 1.12412 2.96404 -1.50734  0.36
Br -1.28594 -1.34888 -4.91274  -0.54
C -3.19103 -3.53104 -2.76357  -1.01
C -2.42799 -3.73655 -1.47639  0.24
O -3.32559 -3.99785 -0.36641  -0.24
C -3.75522 -5.22564 -0.23969  0.33
O -3.49892 -6.16133 -0.93173  -0.56
C -4.64962 -5.32164 1.00827  0.92
F -5.51750 -4.29788 1.07897  -0.27
F -3.91123 -5.30680 2.12249  -0.24
F -5.35892 -6.45356 1.00968  -0.27
H -3.93245 -2.74000 -2.64968  0.32
H -2.50444 -3.25651 -3.56466  0.07
H -3.72448 -4.43851 -3.05282  0.33
H -1.88759 -2.83236 -1.21224  -0.02
H -1.69868 -4.53903 -1.56053  0.33
C 10.72205 5.34493 3.09116  -0.64
N 11.36827 4.28770 3.92271  0.87
O 10.65030 3.57160 4.60062  -0.53
O 12.56663 4.21210 3.87036  -0.49
H 9.65153 5.29591 3.23923  0.24
H 11.11688 6.30073 3.41658  0.28
H 10.98374 5.15027 2.05677  0.29
B 0.43386 7.05779 -3.46156  1.20
O 1.29255 7.76506 -2.47773  -0.53
C 1.97580 6.87228 -1.79089  0.48
O 2.76156 7.10229 -0.91886  -0.63
C 1.58867 5.47405 -2.30559  0.69
O 2.03632 4.43502 -1.88872  -0.82
O 0.70739 5.60490 -3.25835  -0.53
O -0.99146 7.37068 -3.24936  -0.53
C -1.48229 7.91078 -4.36128  0.59
O -2.60337 8.27983 -4.52016  -0.58
C -0.34753 7.97710 -5.39916  0.59
O -0.43019 8.40656 -6.50726  -0.58
O 0.74950 7.47276 -4.84187  -0.51
C -8.64744 -5.26976 1.96203  -0.61
O -9.19471 -4.26884 2.80593  -0.41
C -8.81232 -2.95717 2.42538  -0.12
C -9.91995 -2.24961 1.68326  -0.56
O -10.17942 -2.85107 0.42572  -0.38
C -11.32120 -3.68240 0.43066  -0.73
H -9.15449 -6.20716 2.18467  0.28
H -8.79492 -5.03312 0.90606  0.33
H -7.58184 -5.39137 2.16253  0.20
H -7.90053 -2.97805 1.82378  0.06
H -8.59798 -2.40396 3.34555  0.38
H -9.60798 -1.21898 1.48784  0.39
H -10.82806 -2.21839 2.29287  0.31
H -12.23502 -3.07677 0.46028  0.31
H -11.31478 -4.37333 1.27701  0.32
H -11.31471 -4.25845 -0.49255  0.25
C -1.13642 -3.72411 1.86760  0.97
O -1.10943 -2.54578 1.49389  -0.46
O -0.74795 -4.70265 1.15704  -0.43
O -1.55130 -4.10961 3.00006  -0.51

Calculated values
- Energy relative to the best compared isomer or geometry (same formula, charge and spin): 0.00 kJ/mol
- Calculated total energy: -176212.571 eV
- Charge: -1

# 2
Formula: C25H43BrCl2N5O9PS3
Source: OMol25
Level of theory: ωB97M-V with the def2-TZVPD basis set

Last column: Mulliken charge in e.
Element x y z (Å)
C 1.80486 2.56519 3.58376  -0.37
C 2.36541 2.19150 2.58626  -1.27
C 3.08169 1.62904 1.44101  -0.02
N 2.44916 0.47406 0.76175  0.89
C 1.27739 -0.05053 1.19459  -1.48
N 1.22024 -0.49322 2.45866  0.97
O 2.39546 -0.55401 3.19618  -0.44
S -0.14692 -1.05053 3.31950  -0.23
C -1.21210 0.39283 3.44733  0.97
C -2.64420 -0.09140 3.65174  -0.24
O -3.27899 0.18055 4.61896  -0.54
O -3.17838 -0.78829 2.60421  -0.25
C -3.26035 -2.20661 2.79387  -0.35
C -4.46615 -2.73447 2.02486  0.22
C -4.41572 -2.39715 0.53753  -0.72
O -4.70835 -4.11450 2.31391  -0.43
C -3.74134 -4.98952 1.93887  0.58
O -2.75757 -5.15650 2.59116  -0.52
C -3.93924 -5.83615 0.69729  -0.31
S -5.55524 -5.67342 -0.12346  -0.22
N 0.22934 -0.19646 0.37463  1.49
C -0.37176 -1.55352 0.22828  -1.15
C -0.51301 -2.29790 -1.08678  -0.08
C -0.76194 -3.78114 -0.70083  -1.61
C 0.14410 0.88218 -0.65573  1.04
C -1.12867 0.80214 -1.47957  -1.27
C -2.43293 0.72897 -0.64600  -1.93
C 0.08072 2.21637 0.16919  0.72
C -0.71604 3.39488 -0.40938  -1.20
C -0.24022 4.72963 0.19979  -0.26
N -0.36532 5.78258 -0.83466  -0.75
C 1.47386 0.85207 -1.54122  0.80
S 1.89394 2.54877 -2.19199  -0.11
P 1.22205 -0.10525 -3.18604  0.22
O 0.62224 1.15149 -3.95821  -0.58
Cl 3.06325 -0.43210 -4.06709  -0.22
C 2.67504 0.33013 -0.68863  -0.54
Br 2.82817 -1.69921 -0.84405  -0.01
C 4.05253 0.82290 -1.11906  -0.94
C 5.23827 0.07236 -0.44704  -0.90
C 6.42211 1.03808 -0.31209  -0.68
Cl 7.03197 1.43604 -1.95497  -0.19
H 1.44715 2.89105 4.53167  0.50
H 4.10378 1.39243 1.73635  0.89
H 3.13548 2.45495 0.72905  0.24
H 2.94149 -1.22667 2.75435  0.38
H -1.23551 1.00577 2.54682  -0.58
H -0.97698 1.00444 4.31452  0.60
H -2.35314 -2.69918 2.43507  0.01
H -3.36948 -2.45604 3.85134  0.48
H -5.33646 -2.20252 2.41227  0.30
H -3.82846 -3.11489 -0.03718  0.10
H -5.42608 -2.43960 0.13449  0.42
H -4.03510 -1.38555 0.40466  0.00
H -3.83674 -6.87438 1.01017  0.44
H -3.12027 -5.65199 0.00589  0.05
H -5.13096 -5.50258 -1.38036  0.13
H -1.35755 -1.55547 0.70392  0.14
H 0.20985 -2.21349 0.87434  0.91
H -1.38332 -2.02326 -1.68279  0.43
H 0.33851 -2.31526 -1.75392  -0.07
H -1.27189 -4.31798 -1.49616  0.47
H 0.19322 -4.26488 -0.48372  0.39
H -1.32288 -3.81891 0.23781  0.25
H -1.16284 -0.10278 -2.08601  0.70
H -1.16644 1.58379 -2.23218  1.05
H -3.04974 -0.11205 -0.96078  0.44
H -2.20027 0.56891 0.40774  0.21
H -3.03580 1.62835 -0.74213  0.41
H -0.34228 1.99605 1.14988  -0.39
H 1.06871 2.61664 0.35884  -0.99
H -0.57684 3.49990 -1.48147  0.31
H -1.78067 3.31997 -0.19699  0.34
H -0.89551 5.04396 1.01139  0.37
H 0.80987 4.66921 0.51260  0.26
H 0.17234 6.59200 -0.54122  0.25
H 0.09894 5.47332 -1.68460  0.28
H 2.23073 3.21098 -1.07104  0.13
H 0.30653 0.91861 -4.84666  0.51
H 4.19330 0.71265 -2.18793  0.53
H 4.21240 1.87047 -0.87985  0.41
H 5.59753 -0.73469 -1.07848  0.48
H 4.99554 -0.24647 0.56882  0.36
H 7.25922 0.54902 0.17712  0.45
H 6.14625 1.97150 0.17324  0.31
N 1.75197 3.07337 -6.69008  0.78
O 2.64591 2.74867 -7.48076  -0.61
O 1.13403 4.13940 -6.81633  -0.62
O 1.46511 2.30334 -5.71823  -0.56

Calculated values
- Calculated total energy: -189372.247 eV
- Charge: 0

no.,HOMO (eV)
1,-4.18
2,-6.55